{"formula": "C24H58ClN4O17S6", "method": "ωB97M-V/def2-TZVPD", "total_charge": 1, "mol_weight_da": 902.594, "species": ["Cl", "S", "S", "S", "S", "S", "S", "O", "O", "O", "O", "O", "O", "O", "O", "O", "O", "O", "O", "O", "O", "O", "O", "O", "N", "N", "N", "N", "C", "C", "C", "C", "C", "C", "C", "C", "C", "C", "C", "C", "C", "C", "C", "C", "C", "C", "C", "C", "C", "C", "C", "C", "H", "H", "H", "H", "H", "H", "H", "H", "H", "H", "H", "H", "H", "H", "H", "H", "H", "H", "H", "H", "H", "H", "H", "H", "H", "H", "H", "H", "H", "H", "H", "H", "H", "H", "H", "H", "H", "H", "H", "H", "H", "H", "H", "H", "H", "H", "H", "H", "H", "H", "H", "H", "H", "H", "H", "H", "H", "H"], "xyz": [[-2.61, -0.75, -6.50], [4.85, -3.09, -0.39], [-4.63, -2.87, -0.32], [-0.33, 1.14, 0.09], [1.19, -2.27, -6.76], [-3.86, 1.61, 6.01], [4.56, 2.53, 2.20], [5.69, 3.07, 1.50], [4.41, -3.84, 0.97], [-3.71, 0.69, 7.11], [-2.72, 2.15, 5.32], [5.85, -3.87, -1.05], [5.04, -1.69, -0.09], [-4.81, 2.82, 6.47], [-1.70, 0.76, -0.15], [3.61, 3.76, 2.67], [-5.41, -2.37, 0.99], [-4.64, -4.31, -0.35], [1.23, -3.73, -7.14], [0.72, 0.15, 0.18], [-0.26, 2.09, 1.38], [-5.06, -2.09, -1.45], [4.71, 1.62, 3.30], [0.20, -1.59, -7.64], [0.08, -0.95, -4.53], [-0.06, 1.20, -4.05], [-1.28, 0.73, -3.77], [0.72, 0.22, -4.48], [-4.47, 3.55, 7.65], [-3.02, -2.33, 0.16], [5.42, -4.21, 1.91], [-3.47, -1.54, -5.07], [-4.96, 0.90, 4.82], [-2.43, -1.68, -3.84], [-4.67, -0.54, -4.67], [3.96, 4.48, 3.85], [-0.85, 1.63, 2.61], [-1.24, -0.68, -4.04], [2.19, 0.98, -6.45], [2.10, 0.65, -4.86], [-3.34, 4.53, 7.40], [-7.45, -3.71, 1.13], [0.15, 2.35, -1.11], [3.28, -0.30, -4.35], [4.58, 0.56, -3.90], [0.66, -2.24, -4.99], [3.32, -3.27, -1.26], [-6.84, -2.33, 0.96], [3.44, 1.83, 1.02], [0.04, 0.62, 3.30], [5.89, -3.02, 2.72], [5.10, 5.46, 3.59], [-1.85, 1.23, 2.43], [-3.88, -2.56, -5.33], [-7.20, -1.85, 0.05], [4.98, -4.95, 2.57], [-2.77, -2.79, 1.12], [6.03, 4.93, 3.38], [-0.61, 3.13, -1.14], [5.26, 6.09, 4.46], [1.12, 2.77, -0.82], [-2.31, -2.66, -0.60], [5.04, -2.50, 3.16], [-5.11, -0.02, -5.58], [-0.35, 0.38, 4.29], [-3.04, -1.40, -2.90], [-5.22, 1.65, 4.09], [-3.19, 5.17, 8.28], [3.07, 5.04, 4.15], [-2.12, -2.76, -3.80], [3.96, 1.00, 0.54], [1.06, 1.00, 3.41], [2.96, -1.01, -3.53], [2.56, 1.47, 1.54], [-7.24, -4.34, 0.26], [6.26, -4.70, 1.40], [4.21, 3.80, 4.66], [-4.26, 0.22, -3.92], [2.38, 2.10, -6.58], [-0.96, 2.50, 3.25], [4.49, 1.58, -4.38], [0.10, -0.31, 2.73], [-7.04, -4.21, 2.00], [1.55, -2.48, -4.33], [-5.51, -1.09, -4.13], [1.17, 0.77, -6.89], [6.43, -2.30, 2.10], [4.88, 6.09, 2.73], [-3.56, 5.16, 6.54], [0.23, 1.86, -2.07], [-5.85, 0.53, 5.34], [-4.44, 0.07, 4.34], [3.41, -2.74, -2.21], [-8.54, -3.64, 1.23], [3.64, -0.96, -5.21], [5.51, 0.06, -4.32], [4.64, 0.58, -2.77], [3.18, 2.59, 0.29], [-5.37, 4.10, 7.95], [2.52, -2.84, -0.66], [-7.16, -1.70, 1.80], [6.56, -3.34, 3.52], [2.26, 1.66, -4.35], [3.14, -4.33, -1.44], [3.04, 0.43, -6.95], [2.50, -1.79, -6.92], [-2.41, 4.00, 7.20], [-4.23, 2.86, 8.47], [-0.13, -3.04, -4.81], [-3.02, -1.24, 0.24]], "lowdin_charge": [0.625, 0.592, 0.598, 0.586, 0.751, 0.599, 0.599, -0.277, -0.261, -0.270, -0.292, -0.268, -0.287, -0.262, -0.291, -0.268, -0.261, -0.271, -0.356, -0.297, -0.255, -0.300, -0.274, -0.382, 0.015, 0.095, 0.153, -0.056, -0.261, -0.120, -0.257, -0.600, -0.121, -0.110, -0.126, -0.265, -0.253, -0.149, -0.028, -0.247, -0.075, -0.070, -0.110, -0.195, -0.057, -0.132, -0.122, -0.261, -0.118, -0.056, -0.069, -0.073, 0.113, 0.120, 0.116, 0.125, 0.082, 0.073, 0.088, 0.083, 0.063, 0.067, 0.087, 0.080, 0.085, 0.118, 0.075, 0.084, 0.122, 0.123, 0.069, 0.080, 0.085, 0.043, 0.072, 0.118, 0.117, 0.086, 0.103, 0.120, 0.084, 0.071, 0.088, 0.120, 0.089, 0.079, 0.073, 0.085, 0.085, 0.016, 0.076, 0.072, 0.039, 0.085, 0.094, 0.089, 0.087, 0.065, 0.125, 0.074, 0.122, 0.086, 0.152, 0.079, 0.085, 0.094, 0.070, 0.118, 0.145, 0.049]}

***

{"formula": "C24H58F4IN2O11S", "method": "ωB97M-V/def2-TZVPD", "total_charge": 1, "mol_weight_da": 785.694, "species": ["I", "S", "F", "F", "F", "F", "O", "O", "O", "O", "O", "O", "O", "O", "O", "O", "O", "N", "N", "C", "C", "C", "C", "C", "C", "C", "C", "C", "C", "C", "C", "C", "C", "C", "C", "C", "C", "C", "C", "C", "C", "C", "C", "H", "H", "H", "H", "H", "H", "H", "H", "H", "H", "H", "H", "H", "H", "H", "H", "H", "H", "H", "H", "H", "H", "H", "H", "H", "H", "H", "H", "H", "H", "H", "H", "H", "H", "H", "H", "H", "H", "H", "H", "H", "H", "H", "H", "H", "H", "H", "H", "H", "H", "H", "H", "H", "H", "H", "H", "H", "H"], "xyz": [[4.98, -2.53, -0.03], [-2.00, 0.14, -0.74], [-0.23, -2.39, -0.59], [2.17, -2.24, 1.84], [0.46, -3.43, 1.51], [0.22, -1.45, 2.14], [6.37, 2.67, -0.63], [2.25, -3.68, -0.53], [-6.04, 1.47, 1.42], [-6.79, 5.87, 3.95], [1.87, 0.40, -0.77], [3.59, -1.25, -2.19], [-2.77, 3.95, -3.82], [4.91, -5.33, -2.05], [1.06, -8.83, -2.25], [-2.41, 1.50, -0.75], [-2.02, -0.38, 0.58], [1.98, -2.36, -0.90], [4.15, 0.68, -0.60], [3.28, -1.52, -0.87], [0.87, -1.80, -0.09], [0.93, -2.23, 1.40], [-4.04, 5.57, -2.58], [3.07, -0.13, -0.20], [-5.44, 3.76, 1.90], [6.76, -6.49, -3.08], [-4.57, 1.86, 3.29], [-8.60, 6.41, 5.46], [0.69, -0.26, -0.32], [5.73, -6.51, -1.97], [7.78, 3.10, 1.28], [-1.69, 4.97, -1.93], [-2.67, 5.16, -3.08], [6.91, 4.97, -0.16], [-5.74, 2.39, 2.47], [4.85, -7.75, -2.04], [0.88, -7.44, -0.28], [-0.60, -9.45, -0.61], [0.78, -8.85, -0.85], [-8.88, 6.57, 2.97], [6.62, 3.60, 0.43], [-0.34, 0.02, -1.43], [-8.21, 5.82, 4.11], [-3.11, 3.27, -3.23], [-9.68, 6.36, 5.62], [-4.46, 4.80, -1.92], [-4.58, 3.72, 1.23], [-8.59, 6.14, 2.01], [2.51, -4.17, -1.34], [3.06, -0.17, 0.89], [-0.83, -9.50, 0.46], [3.94, 1.21, -1.43], [3.61, -2.07, -2.71], [-5.26, 1.42, 0.85], [6.07, 5.31, -0.77], [0.39, -8.27, -2.67], [1.64, -2.38, -1.86], [-4.73, 5.70, -3.41], [7.98, 3.78, 2.10], [-4.79, 0.88, 3.69], [-1.58, 5.88, -1.34], [-6.63, 2.44, 3.10], [4.11, -7.75, -1.24], [-8.29, 7.45, 5.53], [5.45, -8.66, -1.96], [-8.49, 4.77, 4.07], [4.46, -5.36, -2.91], [-4.00, 6.51, -2.02], [-0.66, -10.45, -1.02], [-5.24, 4.48, 2.69], [-3.68, 1.76, 2.66], [-9.97, 6.53, 3.05], [0.16, -6.78, -0.76], [-4.33, 2.53, 4.12], [-6.53, 6.80, 3.99], [1.53, -9.49, -0.39], [1.88, -7.03, -0.47], [-2.29, 5.92, -3.76], [7.38, -5.59, -3.02], [-0.26, -0.64, -2.29], [-2.84, -0.62, -1.50], [-8.11, 5.87, 6.27], [7.79, 4.94, -0.81], [5.71, 3.64, 1.03], [-8.58, 7.62, 2.96], [0.35, 0.26, 0.56], [7.16, 2.62, -1.18], [-0.71, 4.67, -2.30], [4.47, 1.29, 0.15], [4.30, -7.78, -2.99], [-6.29, 4.12, 1.31], [7.08, 5.71, 0.63], [-2.04, 4.17, -1.26], [-0.09, 1.02, -1.79], [-1.37, -8.85, -1.10], [6.23, -6.47, -1.00], [8.69, 3.01, 0.67], [7.56, 2.12, 1.68], [6.27, -6.48, -4.06], [0.70, -7.43, 0.79], [7.41, -7.36, -3.03]], "lowdin_charge": [1.161, 0.677, 0.126, 0.176, 0.234, 0.244, -0.076, 0.009, -0.056, -0.071, -0.020, -0.033, -0.061, -0.143, -0.058, -0.317, -0.316, 0.028, 0.107, -0.753, -0.245, -0.645, -0.058, -0.416, -0.062, -0.055, -0.059, -0.063, -0.217, -0.483, -0.060, -0.064, -0.493, -0.060, -0.487, -0.051, -0.068, -0.059, -0.498, -0.061, -0.497, -0.148, -0.495, 0.073, 0.081, 0.077, 0.073, 0.075, 0.135, 0.157, 0.083, 0.113, 0.113, 0.069, 0.081, 0.084, 0.212, 0.081, 0.084, 0.079, 0.081, 0.137, 0.066, 0.082, 0.090, 0.136, 0.079, 0.082, 0.084, 0.062, 0.072, 0.081, 0.078, 0.081, 0.091, 0.140, 0.055, 0.138, 0.081, 0.117, 0.100, 0.079, 0.085, 0.134, 0.082, 0.165, 0.093, 0.075, 0.089, 0.087, 0.079, 0.084, 0.060, 0.124, 0.082, 0.140, 0.084, 0.077, 0.085, 0.085, 0.088]}

***

E_LUMO in eV, matching the order above: -4.415; -3.720
Max |F| in hartree/bohr, matching the order above: 0.146; 0.037